The following is a quantum chemistry calculation of the molecule C5H7NO, from the Open Molecules 2025 dataset.

- Relative energy (zero: lowest compared OMol25 entry of this formula, charge and spin): 127.3 kJ/mol
- E_HOMO: -7.76 eV
- E: -324.675980 a.u.
- Lowest unoccupied orbital energy: 1.0 eV
- Net charge: 0
- SMILES: Cc1occc1N
- Largest force on an atom: 0.0088 hartree/bohr

Last columns: bonded neighbours and bond lengths (Å).
Atoms and positions in Å:
1 H -1.27418 0.05835 -2.35318  N13 1.010
2 O 0.65715 0.42309 1.46994  C11 1.370, C14 1.347
3 C -1.11958 1.28452 0.42044  C5 1.435, H8 1.080, C14 1.358
4 C 1.07011 -1.53919 0.13420  H6 1.091, H9 1.099, H10 1.094, C11 1.490
5 C -0.38347 0.46861 -0.50255  C3 1.435, C11 1.366, N13 1.400
6 H 2.11704 -1.72969 0.37364  C4 1.091
7 H -0.47621 1.78289 2.50754  C14 1.079
8 H -2.06478 1.78472 0.27276  C3 1.080
9 H 0.44995 -2.06844 0.87070  C4 1.099
10 H 0.83573 -1.97944 -0.83895  C4 1.094
11 C 0.61907 -0.12112 0.21352  O2 1.370, C4 1.490, C5 1.366
12 H 0.41161 -0.01938 -2.24051  N13 1.011
13 N -0.44080 0.40519 -1.89992  H1 1.010, C5 1.400, H12 1.011
14 C -0.40165 1.24987 1.57237  O2 1.347, C3 1.358, H7 1.079